[1]
Entry from the Open Molecules 2025 dataset: a molecular structure, C14H90Br2O31P2SSb at a distorted geometry (ωB97M-V with the def2-TZVPD basis set).

Output
Kohn-Sham gap   5.396 eV
LUMO level   1.163 eV
Total charge   -1
HOMO   -4.2 eV
Calculated total energy   -255488.8927 eV

Geometry (Å):
C  3.7755  -1.8347  -0.7963
C  3.2489  -0.6148  0.0075
C  3.4683  0.6270  -0.8693
C  2.6234  1.8924  -0.5365
C  1.6898  1.8205  0.6771
C  1.1797  3.2366  1.0080
C  0.1780  3.8199  0.0038
C  -1.2817  3.5497  0.4398
C  -2.2107  3.7289  -0.7652
C  -3.6293  3.1350  -0.6016
Sb  -3.6725  1.1411  -1.5093
C  -5.8489  1.2872  -1.9546
C  -4.1786  0.0728  0.3734
C  -3.6324  0.6912  1.6584
C  -3.8345  -0.3545  2.8020
Br  -4.6649  0.5757  4.3696
P  -3.3126  2.1849  -3.8478
O  -3.4618  3.8643  -3.6685
Br  -1.1348  1.7315  -4.3320
P  -3.6021  -1.1962  -2.6766
O  -2.0112  -1.6294  -2.8177
O  -4.3765  -2.4038  -1.8518
S  -4.3125  -1.1160  -4.5046
H  3.1224  -1.9485  -1.6563
H  4.7751  -1.6349  -1.1833
H  3.6931  -2.7691  -0.2407
H  2.2052  -0.8130  0.2294
H  3.8845  -0.5619  0.8963
H  4.5127  0.9126  -0.7408
H  3.3356  0.3191  -1.9084
H  3.3255  2.7095  -0.3501
H  2.0509  2.1395  -1.4312
H  0.8269  1.2041  0.4119
H  2.1413  1.3611  1.5468
H  0.7983  3.2730  2.0338
H  2.0663  3.8817  0.9904
H  0.3546  4.8870  -0.1442
H  0.3334  3.3534  -0.9739
H  -1.4814  4.3229  1.1829
H  -1.2799  2.5413  0.8487
H  -1.7190  3.3599  -1.6715
H  -2.3376  4.8106  -0.9096
H  -4.0074  3.1842  0.4176
H  -4.2945  3.7564  -1.2033
H  -1.9288  0.9377  -1.2640
H  -6.1510  2.2918  -1.6754
H  -6.4073  0.5462  -1.3819
H  -6.0392  1.0667  -3.0065
H  -3.7301  -0.9280  0.2892
H  -5.2522  -0.0975  0.4862
H  -2.5781  0.9445  1.6160
H  -4.2596  1.5388  1.9214
H  -2.9209  -0.8779  3.0648
H  -4.6025  -1.0302  2.4521
H  -2.5714  4.2439  -3.6532
H  -1.5034  -0.9007  -2.4133
H  -3.7029  -2.9899  -1.4762
O  -2.0789  6.3800  2.3198
H  -2.3956  7.2643  2.1092
H  -2.4339  6.2004  3.2003
O  4.5933  -4.0564  -2.6261
H  4.9716  -3.9051  -3.4965
H  3.7905  -4.5602  -2.8137
O  -3.8719  -4.7904  -4.3780
H  -4.7975  -5.0453  -4.3291
H  -3.9032  -3.8527  -4.6251
O  -2.0906  0.1392  6.8262
H  -2.6138  0.1197  7.6341
H  -2.7509  0.0800  6.1196
O  -1.7914  2.5320  3.4537
H  -2.4680  2.0142  3.9038
H  -1.0179  1.9535  3.4138
O  -4.3744  -3.3288  3.5400
H  -4.4426  -2.7398  4.2983
H  -5.2819  -3.6113  3.3797
O  1.1741  -1.4612  -2.0196
H  1.5714  -1.3668  -2.8917
H  0.4222  -2.0453  -2.1632
O  0.6973  -0.1609  2.5123
H  0.1731  -0.9547  2.6672
H  1.4481  -0.2533  3.1087
O  -6.7407  2.7017  0.7274
H  -6.5159  2.2582  1.5521
H  -7.5971  2.3348  0.4852
O  -3.3875  5.2553  5.3096
H  -4.0815  4.7588  5.7522
H  -2.6544  4.6296  5.2405
O  3.4099  -6.5494  -3.6698
H  2.6835  -7.0930  -3.3401
H  4.1779  -7.1329  -3.6158
O  -0.0790  -5.0332  -4.9483
H  -0.3681  -4.4337  -4.2496
H  -0.8916  -5.4398  -5.2698
O  5.7641  2.0497  1.1201
H  6.1804  2.9186  1.1200
H  6.4690  1.4195  1.3158
O  7.4300  -0.0144  2.3965
H  6.9208  -0.8247  2.5023
H  8.2069  -0.1514  2.9510
O  0.7994  -8.0268  -4.4018
H  -0.1212  -8.2787  -4.5241
H  0.7755  -7.0678  -4.5247
O  -3.1776  -6.0780  3.2578
H  -3.5450  -5.2187  3.0136
H  -3.5085  -6.2266  4.1477
O  0.9215  7.2373  0.1638
H  0.3628  7.1988  0.9481
H  0.2979  7.2437  -0.5692
O  9.9740  -1.4967  2.0693
H  10.0832  -2.4481  1.9852
H  9.4919  -1.2523  1.2735
O  0.2994  6.0503  4.2200
H  0.4402  5.0958  4.1753
H  -0.2242  6.2495  3.4321
O  6.3354  5.2273  0.8340
H  7.1974  5.6541  0.8385
H  5.9266  5.5137  0.0106
O  1.9914  -4.0018  -3.9348
H  2.1958  -4.9451  -3.9483
H  1.5901  -3.8428  -4.7933
O  8.3279  -3.6100  1.0413
H  8.4363  -4.5627  0.9558
H  7.8465  -3.3584  0.2443
O  -2.7913  -2.2613  -7.2524
H  -2.1827  -2.9194  -6.9051
H  -3.3164  -2.0000  -6.4772
O  5.4364  -6.9451  -5.3242
H  4.5483  -6.6658  -5.5778
H  5.7525  -7.4663  -6.0681
O  0.7029  2.9593  5.0632
H  0.0315  2.4344  5.5085
H  1.4675  2.3767  5.0260
O  0.5196  1.5459  7.8048
H  0.4255  2.1030  8.5831
H  -0.3811  1.2566  7.6037
O  3.9856  -9.3755  -2.8836
H  3.2531  -9.9066  -2.5557
H  4.7503  -9.9565  -2.8307
O  -6.2181  5.7723  -1.8957
H  -6.4811  4.8662  -1.7023
H  -5.3326  5.6782  -2.2650

Atoms 1-3, force components in eV/Å:
C -0.7 0.7 0.1
C 1.0 -0.9 -1.0
C -0.2 0.2 0.8



[2]
Entry from the Open Molecules 2025 dataset: a gas-phase ion, C7H16N (charge +1) at a distorted geometry (ωB97M-V with the def2-TZVPD basis set).

Output
Structure (SMILES)   C/C=C(/C)C[C@@H](C)[NH3+]
Kohn-Sham gap   8.753 eV
LUMO level   -3.573 eV
Total charge   +1
HOMO   -12.3 eV
Calculated total energy   -9000.9986 eV
Energy above the lowest of the compared OMol25 structures with the same formula, charge and spin   30.1 kcal/mol

Geometry (Å):
C  -1.3475  -1.2671  -2.5188
C  -1.4907  -0.0007  -1.7059
C  -1.0219  0.3628  -0.5072
C  -1.4300  1.6792  0.0227
C  -0.1308  -0.6043  0.3209
C  1.2258  -0.1240  0.7134
C  1.2324  1.1380  1.5091
N  2.0008  -1.2598  1.4081
H  -0.6996  -1.9828  -2.0299
H  -0.8062  -1.0202  -3.4450
H  -2.2267  -1.8455  -2.7582
H  -1.9876  0.7554  -2.3229
H  -0.6898  2.4641  -0.1305
H  -2.4489  1.8376  -0.3272
H  -1.4936  1.8305  1.1269
H  -0.1490  -1.5388  -0.2175
H  -0.7717  -0.7737  1.2056
H  1.8097  0.0616  -0.2069
H  2.2545  1.4324  1.8403
H  0.5879  1.1252  2.3900
H  1.1350  2.0569  0.9417
H  2.0564  -2.0201  0.7381
H  2.8725  -0.8015  1.6764
H  1.5191  -1.5054  2.2766

Atoms 1-3, force components in eV/Å:
C 1.7 0.1 0.4
C -0.2 -0.2 -1.0
C 1.0 -1.3 -0.4



[3]
Entry from the Open Molecules 2025 dataset: a molecular structure, C13H20ClN3O2Sn at a distorted geometry (ωB97M-V with the def2-TZVPD basis set).

Output
Kohn-Sham gap   5.542 eV
LUMO level   -9.789 eV
Total charge   +2
HOMO   -15.3 eV
Calculated total energy   -40704.9476 eV
Energy above the lowest of the compared OMol25 structures with the same formula, charge and spin   0.0 kcal/mol

Geometry (Å):
Cl  -1.9703  2.6420  -1.5049
C  -0.8160  -1.9865  -1.1112
C  0.5913  -2.2090  -1.0294
C  1.2498  -1.1979  -1.7690
H  1.0583  -3.0900  -0.5815
C  0.2806  -0.3265  -2.3416
C  -1.0233  -0.7748  -1.8661
H  -1.9721  -0.4064  -2.2435
H  -1.5919  -2.6763  -0.7814
H  2.3188  -1.1441  -1.9782
C  0.5205  0.7413  -3.3440
Sn  -0.1990  0.3587  0.1212
C  2.0638  1.2834  0.9442
O  3.0285  1.7104  1.3803
C  -1.9186  1.9262  0.1410
O  -2.6802  2.2254  1.0101
H  1.4832  1.2368  -3.1524
H  -0.2791  1.4898  -3.3307
H  0.5625  0.3016  -4.3551
C  -2.8630  -1.8241  3.6061
N  -1.4436  -1.6185  3.8635
C  -0.9398  -2.0160  5.1723
C  -0.6111  -1.2073  2.8948
N  -1.0943  -0.9441  1.6771
N  0.7331  -1.0388  3.2082
C  1.1687  -0.0545  4.2004
C  1.7852  -1.7680  2.5018
H  -3.3099  -2.1409  4.5518
H  -3.0178  -2.6087  2.8494
H  -3.3200  -0.8806  3.2802
H  -0.1208  -2.7475  5.0854
H  -0.5895  -1.1478  5.7472
H  -1.7700  -2.4711  5.7127
H  -2.0330  -1.3128  1.5231
H  1.6977  -0.5590  5.0213
H  1.8577  0.6723  3.7469
H  0.2982  0.4833  4.6001
H  1.3387  -2.5093  1.8241
H  2.4374  -1.0860  1.9383
H  2.4017  -2.3022  3.2435

Atoms 1-3, force components in eV/Å:
Cl 0.1 -0.4 0.7
C 0.6 0.2 -1.2
C -0.5 -0.3 -0.8